No. 1
Entry from the OMol25 dataset: 2 unconnected molecules or ions with the total composition CH2N2OS in a non-equilibrium geometry (the ωB97M-V functional and the def2-TZVPD basis).

Summary:
Gap between HOMO and LUMO (spin up / spin down)   6.5 / 6.6 eV
Relative energy (zero: lowest compared OMol25 entry of this formula, charge and spin)   2.398 eV
Net charge   0

Last columns: bonded neighbours and bond lengths (Å).
CARTESIAN COORDINATES (ANGSTROEM)
1 C -0.219 0.329 0.867  N3 1.282, S5 1.570
2 N 0.851 1.328 -1.199  O4 1.189
3 N -0.318 -0.771 0.216  C1 1.282, H6 1.044, H7 1.017
4 O 0.957 0.300 -1.786  N2 1.189
5 S -0.523 1.192 2.143  C1 1.570
6 H 0.122 -0.800 -0.731  N3 1.044
7 H -0.871 -1.579 0.489  N3 1.017

No. 2
Entry from the OMol25 dataset: 2 unconnected molecules or ions with the total composition CH2N2OS2 in a non-equilibrium geometry (the ωB97M-V functional and the def2-TZVPD basis).

Summary:
Gap between HOMO and LUMO (spin up / spin down)   8.1 / 8.1 eV
Relative energy (zero: lowest compared OMol25 entry of this formula, charge and spin)   4.429 eV
Net charge   0

Last columns: bonded neighbours and bond lengths (Å).
CARTESIAN COORDINATES (ANGSTROEM)
1 C -1.661 -1.372 -0.971  N3 1.181, S5 1.539
2 N 0.086 0.315 0.232  O4 1.189
3 N -0.676 -2.020 -0.899  C1 1.181, H7 1.068
4 O 0.544 1.347 0.604  N2 1.189, S6 1.798
5 S -3.052 -0.850 -1.369  C1 1.539
6 S 2.157 1.459 1.391  O4 1.798, H8 1.431
7 H 0.284 -1.755 -0.512  N3 1.068
8 H 2.318 2.875 1.524  S6 1.431

no.,energy (eV)
1,-16927.91800
2,-27761.85992